156
Properties=species:S:1:pos:R:3:lowdin_charge:R:1 method="wB97M-V/def2-TZVPD" homo_lumo_gap_ev=10.18 lumo_ha=-0.00174 de_lowest_kcal_mol=0.0 smiles="COP(=O)(OC)OC.COP(=O)(OC)OC.COP(=O)(OC)OC.COP(=O)(OC)OC.COP(=O)(OC)OC.COP(=O)(OC)OC.COP(=O)(OC)OC.COP(=O)(OC)OC.ClC(Cl)Cl.ClC(Cl)Cl.ClC(Cl)Cl.ClC(Cl)Cl" multiplicity=1 e_homo_ha=-0.3758
C -4.502 0.157 -5.075 -0.10
O -3.668 -0.184 -3.980 -0.21
P -2.934 0.996 -3.181 0.40
O -2.250 1.993 -4.005 -0.22
O -4.149 1.584 -2.282 -0.23
C -3.948 2.887 -1.698 -0.08
O -2.037 0.133 -2.159 -0.24
C -2.672 -0.809 -1.285 -0.08
H -4.479 1.236 -5.268 0.08
H -5.556 -0.070 -4.917 0.09
H -4.134 -0.298 -5.993 0.09
H -4.654 3.559 -2.186 0.09
H -2.943 3.274 -1.854 0.06
H -4.211 2.806 -0.645 0.09
H -2.063 -0.847 -0.383 0.08
H -2.799 -1.803 -1.718 0.07
H -3.676 -0.442 -1.067 0.09
C 3.228 1.588 1.115 -0.12
O 2.121 0.951 1.743 -0.29
P 0.724 0.862 0.949 0.39
O -0.373 0.402 1.822 -0.27
O 1.057 -0.050 -0.334 -0.22
C 0.927 -1.466 -0.350 -0.08
O 0.547 2.318 0.348 -0.26
C -0.027 2.487 -0.962 -0.06
H 3.268 2.663 1.313 0.07
H 3.193 1.424 0.036 0.09
H 4.151 1.173 1.514 0.02
H 0.239 -1.755 -1.146 0.08
H 0.464 -1.821 0.576 0.07
H 1.898 -1.941 -0.476 0.08
H -0.300 1.588 -1.508 0.07
H 0.715 3.004 -1.573 0.10
H -0.875 3.157 -0.826 0.08
C 2.608 -4.609 1.833 -0.13
O 1.615 -5.561 2.188 -0.21
P 0.407 -5.755 1.149 0.41
O -0.134 -4.511 0.580 -0.23
O -0.598 -6.628 2.031 -0.21
C -1.397 -6.086 3.084 -0.09
O 0.926 -6.793 0.077 -0.19
C 1.245 -8.109 0.472 -0.11
H 2.852 -3.958 2.671 0.07
H 2.410 -4.032 0.929 0.07
H 3.561 -5.098 1.590 0.09
H -1.259 -5.008 3.201 0.05
H -1.289 -6.580 4.042 0.10
H -2.417 -6.110 2.690 0.09
H 0.520 -8.873 0.177 0.09
H 1.371 -8.261 1.545 0.09
H 2.165 -8.448 -0.008 0.09
C -4.067 -2.749 4.881 -0.11
O -3.763 -2.661 3.502 -0.24
P -4.796 -2.176 2.389 0.38
O -6.110 -2.840 2.419 -0.23
O -4.806 -0.597 2.582 -0.20
C -3.579 0.136 2.518 -0.12
O -3.999 -2.351 1.012 -0.20
C -3.332 -3.523 0.599 -0.10
H -5.085 -2.421 5.098 0.09
H -3.397 -2.083 5.422 0.03
H -3.919 -3.767 5.239 0.09
H -3.441 0.743 3.412 0.08
H -3.592 0.745 1.617 0.07
H -2.707 -0.518 2.483 0.05
H -3.690 -3.857 -0.382 0.08
H -3.231 -4.415 1.213 0.08
H -2.324 -3.229 0.287 0.06
C -0.296 -1.619 -4.752 -0.06
O 1.145 -1.721 -4.807 -0.21
P 1.761 -2.253 -6.189 0.38
O 1.381 -1.503 -7.391 -0.22
O 3.301 -2.246 -5.794 -0.23
C 4.214 -2.649 -6.831 -0.08
O 1.402 -3.833 -6.282 -0.23
C 1.672 -4.671 -5.161 -0.10
H -0.723 -2.389 -5.396 0.07
H -0.633 -0.671 -5.168 0.10
H -0.634 -1.770 -3.734 0.07
H 4.307 -3.737 -6.828 0.09
H 5.125 -2.099 -6.617 0.09
H 3.865 -2.407 -7.838 0.09
H 0.750 -5.042 -4.721 0.06
H 2.389 -4.237 -4.467 0.09
H 2.149 -5.582 -5.542 0.09
C 4.232 4.928 3.731 -0.15
O 3.972 6.185 3.127 -0.21
P 3.154 7.297 3.921 0.41
O 3.281 7.285 5.390 -0.23
O 1.682 7.011 3.348 -0.24
C 0.558 7.485 4.083 -0.10
O 3.623 8.626 3.154 -0.21
C 3.438 9.879 3.814 -0.10
H 3.683 4.125 3.241 0.04
H 3.958 4.930 4.789 0.05
H 5.303 4.728 3.722 0.09
H -0.105 6.642 4.292 0.07
H -0.030 8.234 3.558 0.08
H 0.838 7.838 5.078 0.08
H 4.292 10.121 4.446 0.09
H 2.570 9.861 4.477 0.08
H 3.268 10.638 3.056 0.09
C 0.172 9.395 0.861 -0.10
O 0.115 7.982 0.778 -0.22
P 0.003 7.134 -0.588 0.39
O -0.214 7.938 -1.793 -0.22
O 1.296 6.220 -0.626 -0.18
C 1.597 5.404 0.513 -0.09
O -1.181 6.107 -0.274 -0.23
C -2.510 6.599 -0.328 -0.10
H 0.001 9.869 -0.104 0.09
H 1.165 9.660 1.237 0.08
H -0.507 9.753 1.635 0.08
H 1.864 4.395 0.210 0.07
H 0.734 5.275 1.168 0.06
H 2.417 5.806 1.104 0.08
H -3.016 6.202 -1.218 0.09
H -2.572 7.671 -0.526 0.09
H -3.072 6.239 0.530 0.09
C -1.959 -5.002 -6.221 -0.09
O -2.662 -4.214 -5.250 -0.20
P -2.615 -4.663 -3.732 0.37
O -3.614 -4.014 -2.887 -0.21
O -2.682 -6.250 -3.683 -0.23
C -3.882 -6.984 -3.912 -0.08
O -1.074 -4.383 -3.380 -0.24
C -0.617 -4.679 -2.063 -0.11
H -2.680 -5.464 -6.895 0.09
H -1.311 -5.774 -5.809 0.08
H -1.323 -4.338 -6.807 0.09
H -4.757 -6.336 -3.840 0.09
H -3.959 -7.774 -3.172 0.09
H -3.880 -7.400 -4.920 0.09
H -0.771 -5.724 -1.786 0.09
H -1.132 -4.078 -1.312 0.05
H 0.445 -4.453 -1.993 0.09
Cl 0.905 3.548 3.690 0.63
C -0.714 2.943 3.874 -1.52
Cl -1.686 3.155 2.409 0.59
Cl -1.600 3.714 5.209 0.53
H -0.657 1.889 4.121 -0.02
Cl 6.096 1.337 3.614 0.53
C 5.276 0.892 5.128 -1.48
Cl 4.178 2.203 5.643 0.56
Cl 6.486 0.442 6.379 0.52
H 4.718 -0.006 4.903 -0.01
Cl 6.584 -0.099 -0.568 0.53
C 6.394 -1.630 0.312 -1.53
Cl 4.868 -1.679 1.198 0.55
Cl 7.759 -1.926 1.395 0.53
H 6.372 -2.419 -0.427 0.01
Cl -1.043 -0.958 5.137 0.61
C 0.218 -1.719 4.182 -1.54
Cl 0.469 -3.356 4.763 0.58
Cl 1.729 -0.823 4.180 0.59
H -0.095 -1.790 3.146 0.00